[1]
Molecular formula: C19H48NdO4P2SSi
Method: DFT, ωB97M-V with the def2-TZVPD basis set

Each line ends with the Löwdin spin population.
Positions of all 76 atoms, in Å:
Nd 0.736 -0.417 -2.981  3.04
H 2.764 -0.724 -4.246  0.00
H 2.510 -1.459 -4.225  0.00
P 1.330 2.383 -3.213  0.00
P -0.546 -2.992 -3.144  0.00
C -0.587 -3.990 -1.613  0.00
H -1.218 -4.876 -1.767  0.00
H 0.435 -4.306 -1.367  0.00
H -0.987 -3.384 -0.787  0.00
C -2.327 -2.959 -3.598  0.00
H -2.440 -2.472 -4.576  0.00
H -2.724 -3.983 -3.648  0.00
H -2.891 -2.383 -2.852  0.00
C 0.072 -4.178 -4.397  0.00
H 1.107 -4.452 -4.158  0.00
H -0.563 -5.075 -4.402  0.00
H 0.052 -3.702 -5.388  0.00
C -0.142 3.434 -3.526  0.00
H 0.164 4.484 -3.640  0.00
H -0.634 3.091 -4.447  0.00
H -0.852 3.341 -2.694  0.00
C 2.115 3.191 -1.773  0.00
H 3.125 2.777 -1.649  0.00
H 2.175 4.277 -1.929  0.00
H 1.526 2.967 -0.871  0.00
C 2.384 2.854 -4.631  0.00
H 1.940 2.458 -5.556  0.00
H 2.461 3.948 -4.690  0.00
H 3.379 2.411 -4.502  0.00
C 2.269 -1.624 -1.491  0.00
O 2.980 -2.064 -0.690  0.01
H -0.283 -0.094 -4.626  -0.02
C -1.048 -3.549 2.427  0.00
C -1.461 -2.086 2.278  0.00
C -2.778 -1.984 1.518  0.00
C -1.602 -1.476 3.669  0.00
O -0.419 -1.412 1.514  0.00
Si -0.367 0.182 1.023  0.00
S -0.931 0.346 -0.949  -0.02
O -1.342 1.047 2.060  0.00
C -1.749 2.448 2.262  0.00
C -1.919 3.115 0.907  0.00
C -3.081 2.476 3.003  0.00
C -0.718 3.201 3.089  0.00
O 1.191 0.732 1.233  0.00
C 2.199 0.438 2.269  0.00
C 3.525 0.936 1.691  0.00
C 1.848 1.185 3.543  0.00
C 2.267 -1.055 2.569  0.00
H -1.825 -4.100 2.976  0.00
H -0.119 -3.635 3.004  0.00
H -0.929 -4.032 1.450  0.00
H -3.530 -2.601 2.032  0.00
H -3.138 -0.946 1.513  0.00
H -2.665 -2.349 0.488  0.00
H -0.657 -1.520 4.230  0.00
H -1.971 -0.445 3.612  0.00
H -2.348 -2.057 4.233  0.00
H -2.643 2.563 0.293  0.00
H -2.294 4.135 1.072  0.00
H -0.955 3.186 0.384  0.00
H -3.009 2.017 3.997  0.00
H -3.375 3.524 3.159  0.00
H -3.878 2.004 2.415  0.00
H -0.551 2.730 4.068  0.00
H 0.220 3.320 2.534  0.00
H -1.094 4.216 3.285  0.00
H 3.440 1.995 1.412  0.00
H 4.338 0.832 2.422  0.00
H 3.791 0.336 0.814  0.00
H 0.882 0.831 3.935  0.00
H 2.613 0.973 4.304  0.00
H 1.835 2.268 3.361  0.00
H 1.308 -1.431 2.958  0.00
H 2.575 -1.621 1.682  0.00
H 3.040 -1.215 3.337  0.00

Output
Orbital gap (spin up / spin down)   6.79 / 6.89 eV
<S²>   3.756
Total charge   +1
Multiplicity   4
Strongest force on any atom   7.1 eV Å⁻¹


[2]
Molecular formula: C19H49IO8PS
Method: DFT, ωB97M-V with the def2-TZVPD basis set

Each line ends with the Mulliken charge.
Positions of all 79 atoms, in Å:
C 3.806 0.353 -2.487  -1.09
C 2.581 -0.310 -1.767  -0.26
S 2.071 0.711 -0.301  0.02
C 3.687 0.813 0.596  -0.78
P 3.461 0.893 2.422  -0.02
I 1.479 2.126 3.116  0.41
H 3.700 1.443 -2.554  0.31
H 3.889 -0.077 -3.494  0.38
H 4.709 0.101 -1.915  0.28
H 1.740 -0.502 -2.440  0.21
H 2.964 -1.248 -1.336  0.30
H 4.240 1.675 0.200  0.44
H 4.256 -0.099 0.349  0.39
H 3.336 -0.422 2.952  0.22
H 4.597 1.563 2.959  0.21
C -1.830 -4.987 -2.724  -0.63
O -2.684 -4.066 -3.385  -0.38
C -2.669 -2.777 -2.792  -0.60
C -1.803 -1.813 -3.583  -0.48
O -0.429 -2.184 -3.533  -0.23
C -0.001 -2.848 -4.715  -0.86
H -1.721 -5.866 -3.358  0.28
H -0.839 -4.566 -2.542  0.27
H -2.281 -5.296 -1.774  0.29
H -2.338 -2.831 -1.750  0.32
H -3.699 -2.408 -2.799  0.39
H -1.883 -0.819 -3.133  0.37
H -2.148 -1.743 -4.618  0.34
H 0.106 -2.128 -5.532  0.33
H -0.696 -3.636 -5.010  0.39
H 0.971 -3.298 -4.515  0.24
C -2.767 -8.667 -2.136  -0.81
O -1.481 -8.337 -1.633  -0.37
C -1.513 -7.989 -0.254  -0.37
C -1.042 -9.137 0.621  -0.70
O -1.942 -10.233 0.569  -0.37
C -1.489 -11.276 -0.279  -0.69
H -2.640 -9.136 -3.111  0.25
H -3.293 -9.365 -1.481  0.41
H -3.364 -7.758 -2.260  0.32
H -2.513 -7.661 0.042  0.38
H -0.829 -7.144 -0.121  0.35
H -1.012 -8.796 1.661  0.39
H -0.032 -9.450 0.340  0.36
H -0.674 -11.825 0.203  0.32
H -1.152 -10.896 -1.246  0.29
H -2.321 -11.959 -0.444  0.25
C 3.599 5.272 2.640  0.09
O 3.581 5.785 1.323  -0.40
C 2.263 6.033 0.843  -0.08
C 1.930 7.512 0.909  -0.69
O 1.866 7.971 2.253  -0.31
C 3.037 8.671 2.651  -0.81
H 4.622 5.338 3.010  0.36
H 2.948 5.838 3.312  0.33
H 3.299 4.215 2.631  -0.62
H 1.526 5.444 1.397  0.08
H 2.232 5.714 -0.203  0.35
H 0.942 7.668 0.466  0.40
H 2.653 8.098 0.335  0.40
H 3.054 9.665 2.195  0.33
H 3.946 8.129 2.380  0.35
H 3.008 8.784 3.734  0.24
C -4.358 6.079 1.847  -0.67
O -4.105 5.001 2.738  -0.38
C -3.310 3.983 2.156  -0.75
C -1.866 4.083 2.615  -0.28
O -1.246 5.263 2.135  -0.27
C -1.177 6.276 3.133  -0.82
H -4.770 6.903 2.428  0.25
H -3.446 6.421 1.353  0.26
H -5.094 5.779 1.095  0.34
H -3.372 4.014 1.064  0.36
H -3.720 3.025 2.490  0.38
H -1.309 3.232 2.201  0.15
H -1.801 4.030 3.708  0.40
H -0.402 6.030 3.867  0.29
H -2.135 6.406 3.642  0.48
H -0.909 7.210 2.649  0.21

Output
Orbital gap   5.61 eV
Total charge   +1
Multiplicity   1
Strongest force on any atom   1.9 eV Å⁻¹


[3]
Molecular formula: C19H49N7O5
Method: DFT, ωB97M-V with the def2-TZVPD basis set

Each line ends with the Mulliken charge.
Positions of all 80 atoms, in Å:
C -15.906 2.403 -20.683  -1.76
C -14.650 3.276 -20.969  1.92
C -13.416 2.419 -20.636  -1.43
C -14.734 3.550 -22.477  -1.45
C -13.856 4.722 -22.945  -0.75
C -14.118 5.911 -22.049  -1.13
C -13.987 5.675 -20.549  1.75
C -12.538 5.498 -20.075  -1.64
C -14.597 6.888 -19.859  -2.06
N -14.805 4.489 -20.183  0.19
O -14.905 4.249 -18.783  -0.37
H -15.819 1.433 -21.177  0.46
H -15.999 2.157 -19.617  0.23
H -16.907 2.792 -20.886  0.43
H -12.658 2.421 -21.416  0.30
H -13.017 2.742 -19.673  -0.10
H -13.678 1.376 -20.452  0.38
H -14.419 2.622 -22.958  0.47
H -15.778 3.748 -22.733  0.38
H -12.833 4.329 -22.892  0.30
H -14.018 4.995 -23.988  0.40
H -15.127 6.241 -22.298  0.36
H -13.310 6.615 -22.279  0.43
H -12.512 4.919 -19.155  0.20
H -11.991 6.437 -19.997  0.52
H -12.021 4.901 -20.834  0.33
H -14.630 6.781 -18.775  0.44
H -15.654 6.988 -20.148  0.45
H -14.213 7.829 -20.252  0.42
H -15.723 4.726 -18.599  0.32
C -16.635 2.383 -12.298  -0.53
O -16.939 3.751 -12.358  -0.38
C -16.897 4.228 -13.680  -0.56
C -17.420 5.650 -13.684  0.51
C -17.624 6.264 -15.060  -1.31
N -16.585 6.474 -12.803  -0.69
H -17.387 1.811 -12.863  0.28
H -16.550 1.998 -11.287  0.31
H -15.691 2.153 -12.816  0.13
H -15.869 4.071 -14.033  0.27
H -17.518 3.648 -14.378  0.25
H -18.436 5.535 -13.287  0.24
H -16.752 6.098 -15.697  0.17
H -17.955 7.300 -15.037  0.41
H -18.500 5.775 -15.511  0.37
H -16.804 7.469 -12.869  0.28
H -15.667 6.520 -13.259  0.26
C -9.845 1.144 -20.078  -0.85
O -11.174 0.786 -19.785  -0.16
C -11.409 -0.061 -18.669  -0.94
C -10.727 0.350 -17.365  0.59
C -11.150 -0.559 -16.216  -1.60
N -10.942 1.771 -17.057  -0.68
H -9.886 1.649 -21.043  0.26
H -9.162 0.290 -20.137  0.33
H -9.449 1.859 -19.348  0.31
H -12.496 -0.036 -18.596  0.20
H -11.110 -1.086 -18.908  0.47
H -9.639 0.256 -17.479  0.51
H -12.205 -0.798 -16.116  0.22
H -10.729 -0.051 -15.348  0.38
H -10.600 -1.499 -16.286  0.47
H -10.470 2.027 -16.195  0.23
H -10.532 2.387 -17.749  0.17
N -12.641 0.314 -13.369  -0.28
C -12.814 -0.913 -12.853  0.62
N -14.016 -1.452 -13.228  -0.41
O -11.986 -1.528 -12.170  -0.71
H -13.412 0.612 -13.950  0.15
H -11.802 0.844 -13.264  0.21
H -14.183 -2.432 -13.114  0.23
H -14.442 -0.993 -14.026  0.29
N -13.870 2.124 -17.095  -0.09
C -14.863 1.458 -16.441  0.34
N -16.094 2.012 -16.589  -0.20
O -14.637 0.528 -15.648  -0.79
H -12.889 1.876 -16.959  0.14
H -14.076 2.491 -18.012  0.31
H -16.937 1.629 -16.212  0.23
H -16.074 2.784 -17.234  0.06

Output
Orbital gap   9.10 eV
Multiplicity   1
Strongest force on any atom   2.5 eV Å⁻¹
Structure (SMILES)   CC1(C)CCCC(C)(C)N1O.COC[C@H](C)N.COC[C@H](C)N.NC(N)=O.NC(N)=O


Please write out number 1 again, unchanged.
Molecular formula: C19H48NdO4P2SSi
Method: DFT, ωB97M-V with the def2-TZVPD basis set

Each line ends with the Löwdin spin population.
Positions of all 76 atoms, in Å:
Nd 0.736 -0.417 -2.981  3.04
H 2.764 -0.724 -4.246  0.00
H 2.510 -1.459 -4.225  0.00
P 1.330 2.383 -3.213  0.00
P -0.546 -2.992 -3.144  0.00
C -0.587 -3.990 -1.613  0.00
H -1.218 -4.876 -1.767  0.00
H 0.435 -4.306 -1.367  0.00
H -0.987 -3.384 -0.787  0.00
C -2.327 -2.959 -3.598  0.00
H -2.440 -2.472 -4.576  0.00
H -2.724 -3.983 -3.648  0.00
H -2.891 -2.383 -2.852  0.00
C 0.072 -4.178 -4.397  0.00
H 1.107 -4.452 -4.158  0.00
H -0.563 -5.075 -4.402  0.00
H 0.052 -3.702 -5.388  0.00
C -0.142 3.434 -3.526  0.00
H 0.164 4.484 -3.640  0.00
H -0.634 3.091 -4.447  0.00
H -0.852 3.341 -2.694  0.00
C 2.115 3.191 -1.773  0.00
H 3.125 2.777 -1.649  0.00
H 2.175 4.277 -1.929  0.00
H 1.526 2.967 -0.871  0.00
C 2.384 2.854 -4.631  0.00
H 1.940 2.458 -5.556  0.00
H 2.461 3.948 -4.690  0.00
H 3.379 2.411 -4.502  0.00
C 2.269 -1.624 -1.491  0.00
O 2.980 -2.064 -0.690  0.01
H -0.283 -0.094 -4.626  -0.02
C -1.048 -3.549 2.427  0.00
C -1.461 -2.086 2.278  0.00
C -2.778 -1.984 1.518  0.00
C -1.602 -1.476 3.669  0.00
O -0.419 -1.412 1.514  0.00
Si -0.367 0.182 1.023  0.00
S -0.931 0.346 -0.949  -0.02
O -1.342 1.047 2.060  0.00
C -1.749 2.448 2.262  0.00
C -1.919 3.115 0.907  0.00
C -3.081 2.476 3.003  0.00
C -0.718 3.201 3.089  0.00
O 1.191 0.732 1.233  0.00
C 2.199 0.438 2.269  0.00
C 3.525 0.936 1.691  0.00
C 1.848 1.185 3.543  0.00
C 2.267 -1.055 2.569  0.00
H -1.825 -4.100 2.976  0.00
H -0.119 -3.635 3.004  0.00
H -0.929 -4.032 1.450  0.00
H -3.530 -2.601 2.032  0.00
H -3.138 -0.946 1.513  0.00
H -2.665 -2.349 0.488  0.00
H -0.657 -1.520 4.230  0.00
H -1.971 -0.445 3.612  0.00
H -2.348 -2.057 4.233  0.00
H -2.643 2.563 0.293  0.00
H -2.294 4.135 1.072  0.00
H -0.955 3.186 0.384  0.00
H -3.009 2.017 3.997  0.00
H -3.375 3.524 3.159  0.00
H -3.878 2.004 2.415  0.00
H -0.551 2.730 4.068  0.00
H 0.220 3.320 2.534  0.00
H -1.094 4.216 3.285  0.00
H 3.440 1.995 1.412  0.00
H 4.338 0.832 2.422  0.00
H 3.791 0.336 0.814  0.00
H 0.882 0.831 3.935  0.00
H 2.613 0.973 4.304  0.00
H 1.835 2.268 3.361  0.00
H 1.308 -1.431 2.958  0.00
H 2.575 -1.621 1.682  0.00
H 3.040 -1.215 3.337  0.00

Output
Orbital gap (spin up / spin down)   6.79 / 6.89 eV
<S²>   3.756
Total charge   +1
Multiplicity   4
Strongest force on any atom   7.1 eV Å⁻¹


- What is the formula in the second record?
  C19H49IO8PS